No. 1
Here is a molecular structure, C28H16Cl2N8OPt in a non-equilibrium geometry from the OMol25 dataset. Energies are from ωB97M-V/def2-TZVPD.

ORCA input file:
```
! wB97M-V def2-TZVPD RIJCOSX def2/J DEFGRID3
* xyz 2 1
Pt -0.02828 -1.56412 -1.09569
C 4.20821 -2.72664 -1.20974
C 2.81888 -2.78198 -1.25217
N 2.11097 -1.65976 -1.18952
C 2.73358 -0.48009 -1.10322
C 4.12127 -0.45242 -1.07899
N 4.84097 -1.56515 -1.12268
C 1.85185 0.68405 -1.04243
C 2.27678 1.99535 -1.04056
C 1.35363 3.04395 -1.02558
C 0.00472 2.67672 -1.04710
C -0.36392 1.34868 -1.03501
N 0.55150 0.37385 -1.00941
C -1.74504 0.87127 -1.09338
C -2.88049 1.67071 -1.02025
N -4.10092 1.16937 -1.13109
C -4.22725 -0.13634 -1.32525
C -3.11071 -0.96085 -1.36330
N -1.88797 -0.44883 -1.23546
C 1.77950 4.46274 -0.99454
C 0.84898 5.49741 -0.96259
C 1.29214 6.81194 -0.91424
N 2.58047 7.13494 -0.89390
C 3.47904 6.15692 -0.92697
C 3.12577 4.81574 -0.97804
H 4.81349 -3.62327 -1.24505
H 2.28037 -3.71381 -1.35061
H 4.67066 0.47852 -1.01898
H 3.33476 2.19946 -1.06922
H -0.76641 3.42794 -1.09868
H -2.80474 2.73767 -0.85290
H -5.22798 -0.53139 -1.44512
H -3.20501 -2.02781 -1.50600
H -0.21754 5.32183 -0.97307
H 0.58440 7.63143 -0.89061
H 4.52022 6.45456 -0.91202
H 3.92023 4.08338 -1.00521
Cl -4.48615 -5.27298 0.26209
C -3.51439 -4.37510 1.34635
C -3.87023 -4.30994 2.70489
C -3.09243 -3.62025 3.58434
Cl -3.50995 -3.61419 5.24653
C -1.94198 -2.91123 3.13705
C -1.10739 -2.17549 4.00100
C -0.02884 -1.50579 3.50018
C 0.19846 -1.54708 2.11967
N -0.54789 -2.23012 1.27643
C -1.59860 -2.94225 1.76122
C -2.39358 -3.73564 0.90009
O -2.11430 -3.93166 -0.48147
H -4.75637 -4.83115 3.03942
H -1.33490 -2.15568 5.05818
H 0.64118 -0.95364 4.14365
H 1.02753 -0.99763 1.68625
N -0.07967 -3.63279 -1.76564
C -1.02662 -3.63338 -1.06163
*
```

For the total energy, the calculation gives -71540.14966 eV. For the LUMO energy, the calculation gives -7.33 eV. The relative energy (zero: lowest compared OMol25 entry of this formula, charge and spin) is 1.225 eV. Its max |F| is 3.76 eV/Å. As for the molar mass: 746.475 u.

***

No. 2
Here is a molecular structure, C28H16Cl4N6O4Sn from the OMol25 dataset. Energies are from ωB97M-V/def2-TZVPD.

ORCA input file:
```
! wB97M-V def2-TZVPD RIJCOSX def2/J DEFGRID3
* xyz 2 1
Sn 0.37916 0.51038 -1.01853
N 0.25048 -3.14481 -0.62279
C -0.80363 -2.47865 -0.03767
C -1.74115 -3.28446 0.63201
C -2.83078 -2.71678 1.24042
C -2.99403 -1.33168 1.17432
C -2.04708 -0.60606 0.50768
N -0.95848 -1.14950 -0.08993
C 1.37987 -2.76527 -1.32461
C 2.30194 -3.76796 -1.65562
C 3.42493 -3.43474 -2.37667
C 3.61814 -2.10773 -2.76290
C 2.67451 -1.18674 -2.38616
N 1.57656 -1.49889 -1.67422
H 0.19336 -4.14181 -0.49342
H -1.59457 -4.35652 0.66031
H -3.55067 -3.33413 1.76014
H -3.84117 -0.83977 1.62883
H -2.13545 0.46851 0.42472
H 2.13113 -4.79115 -1.34577
H 4.14978 -4.19244 -2.64157
H 4.48159 -1.81045 -3.33938
H 2.78123 -0.14028 -2.65360
O 0.11950 4.34858 5.61704
N 1.00545 3.51995 5.57648
O 1.80698 3.32013 6.46052
C 1.13482 2.67251 4.35759
C 2.13103 1.76298 4.39836
C 2.38622 0.88777 3.30613
C 3.41579 -0.06754 3.35009
C 3.61584 -0.87470 2.26115
C 2.79093 -0.71189 1.14775
N 1.81154 0.17628 1.07778
C 1.59859 0.97543 2.14847
C 0.53324 1.94741 2.09922
N -0.19210 2.00238 0.96441
C -1.17367 2.87896 0.85832
C -1.51437 3.74625 1.89167
C -0.79660 3.70822 3.06047
C 0.27839 2.80074 3.19874
H 2.75418 1.70345 5.27953
H 4.03437 -0.14946 4.23482
H 4.39484 -1.62329 2.24356
H 2.94707 -1.32998 0.27439
H -1.71157 2.89369 -0.08407
H -2.33306 4.44028 1.76642
H -1.04833 4.37312 3.86577
Cl -5.28396 2.17266 -5.61780
C -3.96982 1.39889 -4.89547
C -3.29129 0.31901 -5.64369
Cl -3.88007 -0.08741 -7.17384
C -2.22386 -0.34100 -5.12621
Cl -1.43953 -1.60194 -5.96924
C -1.69136 0.02699 -3.83164
O -0.69673 -0.45595 -3.33437
C -2.42975 1.12273 -3.03325
O -2.00673 1.39434 -1.92543
C -3.56267 1.76494 -3.65135
Cl -4.35895 2.98638 -2.75790
*
```

For the total energy, the calculation gives -102332.55339 eV. For the LUMO energy, the calculation gives -7.65 eV. The relative energy (zero: lowest compared OMol25 entry of this formula, charge and spin) is 0.000 eV. Its max |F| is 0.65 eV/Å. As for the molar mass: 760.997 u.

***

No. 3
Here is a molecular structure, C28H18AuBrClF6IN2O5 from the OMol25 dataset. Energies are from ωB97M-V/def2-TZVPD.

ORCA input file:
```
! wB97M-V def2-TZVPD RIJCOSX def2/J DEFGRID3
* xyz -2 1
Au 0.81346 0.98420 -0.95253
O 4.79125 0.82329 4.04644
C 3.58153 1.02726 4.51206
O 3.38075 1.40706 5.64893
C 2.45049 0.75845 3.56809
C 1.11103 0.79171 3.89481
Cl 0.41996 1.16358 5.41346
N 0.38876 0.45114 2.79504
N 1.21629 0.22242 1.75541
C 2.44032 0.40497 2.18456
C 3.57162 0.26213 1.18204
O 4.72006 0.06509 1.68017
O 3.28267 0.37320 -0.01057
C -1.01840 0.25678 2.56254
C -1.99606 0.57503 3.49698
C -3.33348 0.33827 3.19906
C -3.70939 -0.21900 1.98797
C -2.72570 -0.53774 1.06167
C -1.39272 -0.29908 1.34154
H 4.77773 0.47015 3.06190
H -1.74164 1.00945 4.44841
H -4.08381 0.59536 3.93702
H -4.75295 -0.40904 1.76973
H -2.98396 -0.98765 0.11069
H -0.63564 -0.55401 0.61684
C 1.15740 -0.37325 -2.32673
C 2.37491 -0.46021 -3.14607
C 2.67254 -1.55741 -3.96155
C 3.83490 -1.59135 -4.71252
C 4.72273 -0.52089 -4.66424
C 4.44780 0.57749 -3.86353
C 3.28211 0.60470 -3.11294
H 1.98165 -2.39008 -3.99273
H 4.05266 -2.45197 -5.33260
H 5.63273 -0.54934 -5.25273
H 5.14329 1.40537 -3.81354
H 3.05329 1.44062 -2.46407
Br -2.72474 -4.67943 -4.26141
C -2.77386 -4.71930 -2.30733
C -3.79245 -5.49175 -1.75826
C -3.88130 -5.56985 -0.37580
C -2.95783 -4.88244 0.40602
C -1.96553 -4.12232 -0.20679
C -1.83236 -4.00878 -1.60307
I -0.19821 -2.05652 -2.25374
H -4.49942 -6.01803 -2.38898
H -4.66900 -6.15677 0.08336
H -3.02227 -4.93268 1.48881
H -1.26579 -3.58054 0.42899
C -2.33793 2.88047 0.02865
C -0.92331 3.44019 -0.17796
O 0.04891 2.58328 0.18328
C -0.76897 4.68970 0.73900
F -1.77486 5.58875 0.62960
F 0.36582 5.36456 0.51998
F -0.76054 4.31208 2.02404
C -0.81576 3.90563 -1.66405
F 0.42325 4.26629 -2.00787
F -1.61542 4.96632 -1.94278
F -1.19316 2.93709 -2.50770
H -2.45571 2.62921 1.08240
H -2.42234 1.96449 -0.55457
H -3.11538 3.58366 -0.27285
*
```

For the total energy, the calculation gives -153209.88290 eV. For the LUMO energy, the calculation gives 3.52 eV. Its max |F| is 0.93 eV/Å. As for the molar mass: 1015.677 u.

***

No. 4
Here is a molecular structure, C28H18N6O4V from the OMol25 dataset. Energies are from ωB97M-V/def2-TZVPD.

ORCA input file:
```
! wB97M-V def2-TZVPD RIJCOSX def2/J DEFGRID3
* xyz 0 4
V 0.14729 -0.09160 0.03843
O -4.96596 -0.91684 4.77581
C -3.99880 -0.15808 4.94605
O -3.72202 0.66592 5.83047
C -2.96442 -0.19714 3.78332
C -3.11214 -1.09809 2.73724
C -2.14215 -1.14162 1.75196
N -1.10038 -0.31684 1.75726
C -0.89315 0.47940 2.80248
C -1.81379 0.58056 3.82884
C 0.47880 1.04470 2.83131
C 0.92071 1.92935 3.80584
C 2.26715 2.23205 3.87032
C 3.14102 1.62553 2.97647
C 2.61656 0.79164 2.00898
N 1.31149 0.52800 1.90535
C -2.00714 -2.21889 0.74026
C -3.02445 -3.12423 0.46516
C -2.77150 -4.18464 -0.38524
C -1.50417 -4.31957 -0.93311
C -0.55962 -3.35477 -0.63752
N -0.79259 -2.31294 0.16316
H -3.96223 -1.76706 2.77116
H -1.66904 1.20646 4.69964
H 0.21581 2.35414 4.50545
H 2.63743 2.91559 4.62270
H 4.20612 1.80337 3.01915
H 3.26035 0.32252 1.27770
H -3.99356 -2.99744 0.92602
H -3.54810 -4.90446 -0.60752
H -1.25215 -5.14864 -1.57918
H 0.43854 -3.41859 -1.05610
O -2.96915 2.54792 -0.54068
C -2.08299 1.74117 -0.69075
N -0.78949 1.74883 -0.26010
C -0.13633 2.88993 0.08247
O -0.54339 3.95259 0.49324
C 1.34409 2.71334 -0.26788
C 2.21725 3.77519 -0.10583
C 3.53239 3.63017 -0.51532
C 3.92667 2.42589 -1.07835
C 2.99366 1.40736 -1.17952
N 1.72626 1.53046 -0.78211
C -2.27469 0.54104 -1.61934
C -3.43732 0.40099 -2.35388
C -3.49405 -0.58453 -3.32464
C -2.37596 -1.38080 -3.53403
C -1.26627 -1.19370 -2.72831
N -1.21174 -0.26668 -1.77198
H 1.83274 4.68961 0.32437
H 4.23653 4.44490 -0.40628
H 4.93681 2.27158 -1.43128
H 3.27158 0.44840 -1.60217
H -4.25031 1.08609 -2.15716
H -4.38469 -0.71792 -3.92452
H -2.36097 -2.13961 -4.30376
H -0.38489 -1.80907 -2.85529
*
```

For the total energy, the calculation gives -72148.85993 eV. For the LUMO energy (spin up / spin down), the calculation gives -0.64 / -0.96 eV. As for the expectation value of S²: 3.76. Its max |F| is 0.54 eV/Å. As for the molar mass: 553.434 u.

***

> Which of these has the highest total energy?

C28H16Cl2N8OPt

***

> Which value of max |F| does entry 4 give?

0.54 eV/Å